*a*
Density functional theory data (ωB97M-V/def2-TZVPD) for a structure of composition C31H36N8O4STi.

Positions of all 81 atoms, in Å:
Ti 0.10478 -0.45920 0.11158
C -2.86328 4.93172 -0.25553
C -3.69157 3.69043 0.01456
N -3.20894 2.51172 -0.70030
C -2.07295 1.87877 -0.37069
S -1.72939 0.39305 -1.22989
N -1.29218 2.39321 0.53562
N -0.20759 1.59323 0.83761
C 0.58715 2.09945 1.72742
C 0.44124 3.46370 2.31512
C 1.65575 1.20777 2.20468
C 2.59258 1.58621 3.16076
C 3.53637 0.66141 3.57838
C 3.50793 -0.61222 3.03931
C 2.53739 -0.91819 2.09866
N 1.63717 -0.02997 1.67987
H -3.35477 5.79305 0.19161
H -1.86274 4.85829 0.16266
H -2.78769 5.12630 -1.32488
H -3.74502 3.46945 1.08526
H -4.71027 3.85133 -0.33937
H -3.88804 1.96428 -1.20879
H -0.16047 4.10296 1.67720
H -0.05799 3.39400 3.28534
H 1.41570 3.91863 2.47691
H 2.57907 2.57793 3.58051
H 4.27283 0.93232 4.31932
H 4.21098 -1.37010 3.34394
H 2.46225 -1.91206 1.67924
O -1.28089 -0.75814 1.66902
C -0.75340 -1.88181 1.87407
O 0.22339 -2.18505 1.08233
C -1.18526 -2.81437 2.90810
C -2.25813 -2.48302 3.73966
C -2.66538 -3.36901 4.72279
C -2.00463 -4.58178 4.88287
C -0.94322 -4.87775 4.04324
C -0.51094 -4.02336 3.05328
N -0.23099 -6.16315 4.20552
O 0.75468 -6.31969 3.51999
O -0.62452 -6.90451 5.07044
H -2.76488 -1.53856 3.60463
H -3.49617 -3.12373 5.36686
H -2.29764 -5.29300 5.64008
H 0.31604 -4.30306 2.41745
N 0.40003 -1.16760 -3.50067
C -0.39292 -2.10535 -2.88758
C -1.03958 -3.04858 -3.70666
C -1.91724 -3.94230 -3.15893
C -2.15140 -3.89102 -1.78241
C -1.47211 -2.95796 -1.04733
N -0.58433 -2.06929 -1.55562
H 0.67004 -1.42628 -4.43995
H 1.17623 -0.82568 -2.95538
H -0.83052 -3.05143 -4.76565
H -2.41597 -4.66911 -3.78236
H -2.84168 -4.55849 -1.29515
H -1.64567 -2.90971 0.02057
C 0.85332 2.10968 -4.40043
N 0.23100 2.34449 -3.07357
C -0.73324 3.47056 -3.14375
C 1.23793 2.58490 -1.97346
C 2.11274 1.38305 -1.78488
C 3.37223 1.37506 -2.38373
C 4.18747 0.25428 -2.33419
C 3.74314 -0.88592 -1.68541
C 2.49493 -0.86588 -1.06792
C 1.66595 0.25348 -1.08681
H 0.06414 1.88259 -5.11185
H 1.54225 1.27607 -4.32380
H 1.37832 3.01679 -4.69511
H -0.29914 1.48597 -2.79339
H -0.18109 4.37110 -3.40408
H -1.21106 3.57858 -2.17544
H -1.47068 3.24755 -3.90929
H 0.64315 2.82181 -1.09088
H 1.81243 3.46653 -2.26060
H 3.71979 2.25387 -2.91025
H 5.15744 0.27342 -2.80635
H 4.35870 -1.77021 -1.64525
H 2.17903 -1.78248 -0.55888

As for the multiplicity: 1. The HOMO-LUMO gap comes out at 0.270 Ha. Its HOMO energy is -13.760 eV. Its charge is +2.



*b*
Density functional theory data (ωB97M-V/def2-TZVPD) for a structure of composition C31H36N8O4STi.

Positions of all 81 atoms, in Å:
Ti 0.27401 0.13453 0.44439
C -1.41288 4.07533 -4.73484
C -1.26554 4.06071 -3.21772
N -2.13652 3.06296 -2.60635
C -1.71406 1.85851 -2.18541
S -2.86730 0.59193 -2.01066
N -0.42325 1.63524 -1.98769
N -0.18640 0.42378 -1.44342
C 0.30581 -0.54154 -2.16229
C 0.59298 -0.33749 -3.60790
C 0.28187 -1.83970 -1.49571
C 0.54490 -3.03116 -2.15754
C 0.25895 -4.23370 -1.53473
C -0.30117 -4.21216 -0.26688
C -0.48654 -2.99059 0.35194
N -0.19372 -1.82017 -0.21974
H -0.69335 4.75961 -5.18159
H -2.41312 4.40106 -5.01899
H -1.24774 3.07852 -5.14320
H -1.52086 5.04120 -2.80942
H -0.24417 3.81346 -2.93143
H -3.10212 3.07381 -2.89808
H -0.35599 -0.33554 -4.15183
H 1.23247 -1.11110 -4.02199
H 1.04932 0.64179 -3.74584
H 0.95514 -3.01662 -3.15533
H 0.46748 -5.16956 -2.03320
H -0.58436 -5.12124 0.24187
H -0.90707 -2.96407 1.34552
O 2.27994 -0.67602 0.26940
C 2.56840 0.46865 -0.14025
O 1.70527 1.40581 0.12079
C 3.82494 0.82802 -0.80542
C 3.90978 2.01110 -1.54565
C 5.12168 2.39840 -2.08710
C 6.25809 1.63279 -1.86083
C 6.15074 0.45411 -1.13933
C 4.94565 0.02628 -0.61903
N 7.35857 -0.34751 -0.87243
O 7.21877 -1.32248 -0.16360
O 8.39211 0.03199 -1.37052
H 3.01530 2.60018 -1.70304
H 5.19696 3.31012 -2.66158
H 7.22783 1.92853 -2.23548
H 4.87978 -0.90024 -0.06616
N 2.45643 1.00613 2.99570
C 1.63680 -0.01853 3.40391
C 1.85645 -0.59355 4.66384
C 0.98324 -1.53376 5.14822
C -0.13306 -1.86316 4.37952
C -0.27851 -1.26404 3.15724
N 0.59261 -0.37540 2.62747
H 3.36299 1.04743 3.43502
H 2.44687 1.23552 2.01711
H 2.71882 -0.28775 5.23858
H 1.14669 -1.99497 6.11138
H -0.86929 -2.56714 4.73689
H -1.16192 -1.47729 2.57321
C 0.20595 3.61042 3.62434
N 0.16965 4.51747 2.45185
C -0.75808 5.64786 2.71098
C -0.12355 3.78749 1.15251
C -1.29580 2.83941 1.23692
C -2.57481 3.38049 1.32862
C -3.68864 2.57098 1.47953
C -3.53908 1.19997 1.47109
C -2.27710 0.65612 1.27625
C -1.11825 1.43970 1.18257
H 0.52791 4.16390 4.50471
H 0.89534 2.79237 3.43739
H -0.79283 3.21287 3.79038
H 1.10126 4.91925 2.34028
H -1.73532 5.25388 2.97440
H -0.84087 6.27926 1.82903
H -0.38457 6.24893 3.53770
H 0.76448 3.22926 0.87181
H -0.29749 4.55776 0.40027
H -2.71603 4.45140 1.25722
H -4.67079 3.01216 1.57285
H -4.40195 0.55454 1.55212
H -2.22005 -0.42820 1.16805

As for the multiplicity: 1. The HOMO-LUMO gap comes out at 0.184 Ha. Its HOMO energy is -11.980 eV. Its charge is +2.



Which structure is the least stable? The one labeled *b*.